1.
Below is a structure of composition C58H66AuN6OPSi3 in a non-equilibrium geometry, with properties calculated with the ωB97M-V functional and the def2-TZVPD basis.

Structure (XYZ):
```
136
Properties=species:S:1:pos:R:3:mulliken_charge:R:1
Au -0.37 0.45 -0.39 2.51
C 0.48 -5.11 -0.04 -0.78
N -0.42 -3.99 -0.34 0.45
C -0.24 -2.68 0.00 -0.79
N -1.22 -1.92 -0.49 0.47
C -2.09 -2.79 -1.13 -0.91
C -1.58 -4.08 -1.06 0.59
C -2.05 -5.35 -1.66 -0.71
C -2.49 -6.40 -0.85 0.19
C -2.99 -7.56 -1.42 -0.86
C -3.06 -7.68 -2.81 -0.44
C -2.60 -6.65 -3.61 -0.78
C -2.10 -5.49 -3.04 0.01
C -3.42 -2.41 -1.66 0.18
C -3.68 -1.12 -2.12 0.14
C -4.96 -0.77 -2.54 -0.49
C -5.98 -1.71 -2.56 -0.73
C -5.73 -3.00 -2.12 -0.88
C -4.47 -3.34 -1.66 -0.72
P 1.16 -2.28 1.07 -0.44
C 2.27 -1.31 0.01 -0.88
N 2.07 -0.14 -0.58 0.71
C 3.25 0.16 -1.23 -1.09
C 4.18 -0.84 -1.01 0.63
N 3.54 -1.76 -0.22 0.34
C 4.11 -3.05 0.23 -0.67
C 5.55 -1.02 -1.54 -0.15
C 6.64 -1.22 -0.70 -0.26
C 7.92 -1.36 -1.22 -0.80
C 8.12 -1.29 -2.59 -0.42
C 7.04 -1.08 -3.44 -0.87
C 5.76 -0.95 -2.92 -0.06
C 3.52 1.39 -2.03 0.78
C 2.72 1.73 -3.12 0.59
C 3.04 2.82 -3.92 -0.42
C 4.16 3.59 -3.63 -0.69
C 4.95 3.27 -2.54 -0.94
C 4.64 2.17 -1.75 -0.60
C 0.52 -1.03 2.24 -0.78
N 0.05 0.19 2.06 0.72
C -0.16 0.69 3.34 -1.22
C 0.17 -0.27 4.30 0.65
N 0.61 -1.34 3.59 0.34
C 1.13 -2.57 4.21 -0.89
C 0.17 -0.21 5.77 -0.62
C -0.60 -1.11 6.52 0.07
C -0.62 -1.03 7.90 -0.87
C 0.14 -0.06 8.56 -0.43
C 0.91 0.83 7.82 -0.89
C 0.92 0.76 6.44 0.14
C -0.67 1.98 3.71 0.87
C -0.08 3.19 3.11 3.01
C -0.65 4.48 3.54 -0.61
C -1.60 4.56 4.50 -0.90
C -2.08 3.36 5.10 -0.72
C -1.63 2.11 4.70 -0.64
H 1.44 -4.98 -0.55 0.16
H 0.03 -6.03 -0.40 0.39
H 0.65 -5.20 1.03 0.31
H -2.46 -6.30 0.23 0.49
H -3.34 -8.37 -0.79 0.41
H -3.46 -8.58 -3.25 0.41
H -2.64 -6.74 -4.69 0.43
H -1.75 -4.67 -3.67 0.46
H -2.88 -0.39 -2.10 0.91
H -5.18 0.24 -2.84 0.39
H -6.97 -1.43 -2.91 0.45
H -6.52 -3.74 -2.12 0.42
H -4.31 -4.33 -1.25 0.50
H 5.08 -3.18 -0.22 0.51
H 3.47 -3.87 -0.08 0.06
H 4.22 -3.07 1.31 0.25
H 6.49 -1.24 0.38 0.50
H 8.76 -1.51 -0.55 0.40
H 9.12 -1.40 -3.00 0.42
H 7.19 -1.03 -4.51 0.43
H 4.92 -0.78 -3.58 0.47
H 1.84 1.14 -3.34 0.02
H 2.42 3.06 -4.78 0.49
H 4.42 4.44 -4.27 0.44
H 5.83 3.87 -2.30 0.45
H 5.27 1.91 -0.91 0.57
H 1.37 -2.37 5.25 0.44
H 2.03 -2.89 3.70 0.27
H 0.40 -3.37 4.17 0.30
H -1.20 -1.86 6.01 0.48
H -1.23 -1.72 8.47 0.43
H 0.13 -0.01 9.64 0.43
H 1.50 1.59 8.33 0.45
H 1.53 1.45 5.86 0.45
H -0.23 3.10 2.04 -1.66
H -0.25 5.38 3.09 0.50
H -1.99 5.52 4.81 0.51
H -2.83 3.42 5.88 0.50
H -2.06 1.22 5.15 0.68
C 0.00 -0.22 -3.98 -1.39
O -0.33 0.74 -2.95 -0.02
Si -1.29 2.10 -3.05 1.15
C -0.33 3.58 -3.67 -1.39
C -2.57 1.85 -4.36 -1.44
C -1.66 2.31 -1.19 -0.36
Si -0.69 3.64 -0.72 -0.53
C -1.36 5.36 -0.80 -1.45
C 1.12 3.69 -0.52 0.03
C 1.46 3.20 3.32 -1.78
Si -3.36 2.31 -0.40 0.77
C -3.85 0.69 0.39 -0.61
C -3.36 3.53 1.03 -1.11
C -4.70 2.94 -1.54 -1.27
H 0.19 0.25 -4.94 0.35
H -0.81 -0.95 -4.10 0.10
H 0.90 -0.75 -3.66 0.33
H -0.09 3.47 -4.74 0.49
H 0.62 3.76 -3.14 0.26
H -0.95 4.49 -3.58 0.35
H -2.10 2.12 -5.32 0.52
H -3.43 2.52 -4.24 0.43
H -2.94 0.83 -4.44 0.40
H -0.67 6.00 -1.36 0.48
H -1.50 5.83 0.19 0.51
H -2.33 5.35 -1.30 0.37
H 1.57 3.50 -1.51 -0.47
H 1.49 2.89 0.14 -0.15
H 1.48 4.66 -0.17 0.66
H 1.69 3.30 4.39 0.45
H 1.90 4.06 2.80 0.56
H 1.90 2.28 2.94 0.36
H -3.02 -0.02 0.45 -0.14
H -4.68 0.20 -0.15 0.36
H -4.20 0.89 1.42 0.53
H -2.69 3.20 1.84 -0.02
H -4.38 3.57 1.45 0.52
H -3.10 4.55 0.73 0.32
H -4.58 2.63 -2.58 0.22
H -4.73 4.04 -1.51 0.30
H -5.68 2.58 -1.20 0.39
```

The highest occupied orbital energy is -11.89 eV. As for the spin multiplicity: 1. Its net charge is +2.



2.
Below is a cluster of 3 separate species, C19H45BrN2O8P in total in a non-equilibrium geometry, with properties calculated with the ωB97M-V functional and the def2-TZVPD basis.

Structure (XYZ):
```
76
Properties=species:S:1:pos:R:3:mulliken_charge:R:1
C -2.44 -0.61 -1.87 -2.07
C -1.14 -0.41 -1.11 0.38
O -0.94 0.86 -0.59 -0.46
C 0.36 0.74 -0.01 -0.59
C 1.14 0.22 -1.21 -0.32
N 0.20 -0.85 -1.77 0.46
C 0.49 -2.23 -1.26 -0.66
C 1.62 -2.95 -1.98 -0.48
C 1.74 -4.37 -1.45 -0.94
Br 2.28 -4.41 0.41 -0.14
P 0.19 -0.72 -3.62 0.03
N -0.40 0.86 -3.67 -0.39
O 1.74 -0.33 -3.82 -0.37
H -2.38 -1.38 -2.63 0.38
H -2.78 0.34 -2.29 0.57
H -3.19 -0.93 -1.15 0.25
H -1.20 -1.07 -0.23 0.71
H 0.34 0.01 0.81 0.29
H 0.74 1.68 0.38 0.51
H 2.13 -0.20 -1.05 0.39
H 1.11 1.07 -1.89 0.18
H 0.76 -2.12 -0.22 0.40
H -0.43 -2.81 -1.37 0.39
H 1.43 -3.04 -3.05 0.44
H 2.58 -2.44 -1.85 0.30
H 2.48 -4.94 -2.00 0.48
H 0.79 -4.90 -1.53 0.42
H -0.01 1.31 -4.49 0.25
H -1.41 0.88 -3.76 0.21
H 2.14 -0.95 -4.45 0.33
C 4.03 1.91 -2.35 -0.70
O 4.62 2.49 -1.22 -0.27
C 5.98 2.11 -1.03 -0.60
C 6.79 3.24 -0.43 -0.39
O 7.08 4.30 -1.32 -0.45
C 6.04 5.19 -1.69 -0.27
C 5.60 6.14 -0.59 -0.57
O 4.83 5.47 0.39 -0.26
C 5.02 5.98 1.70 -0.80
H 3.85 0.83 -2.19 0.24
H 3.07 2.41 -2.51 0.19
H 4.64 2.04 -3.25 0.46
H 6.43 1.81 -1.98 0.38
H 6.02 1.26 -0.34 0.38
H 7.77 2.82 -0.17 0.42
H 6.34 3.60 0.49 0.14
H 5.18 4.66 -2.11 0.06
H 6.47 5.80 -2.48 0.40
H 4.99 6.93 -1.04 0.39
H 6.49 6.60 -0.14 0.35
H 6.08 6.04 1.95 0.35
H 4.54 5.30 2.39 0.23
H 4.57 6.97 1.81 0.33
C -6.74 -5.52 2.35 -0.79
O -6.70 -4.12 2.22 -0.26
C -7.72 -3.46 2.95 -0.56
C -7.25 -2.12 3.49 -0.28
O -6.34 -2.21 4.57 -0.45
C -5.02 -2.63 4.33 -0.38
C -4.15 -1.62 3.62 -0.59
O -4.48 -1.53 2.24 -0.25
C -4.33 -0.23 1.71 -0.77
H -7.60 -5.95 1.82 0.33
H -5.83 -5.92 1.91 0.23
H -6.78 -5.83 3.40 0.35
H -8.06 -4.08 3.79 0.35
H -8.58 -3.28 2.29 0.38
H -8.12 -1.61 3.89 0.40
H -6.85 -1.50 2.68 0.08
H -4.99 -3.60 3.82 0.16
H -4.58 -2.77 5.32 0.40
H -3.10 -1.94 3.70 0.38
H -4.26 -0.65 4.10 0.38
H -4.83 0.52 2.32 0.42
H -4.80 -0.23 0.72 0.20
H -3.27 0.03 1.60 0.29
```

The highest occupied orbital energy is -10.83 eV. As for the spin multiplicity: 1. Its net charge is +1.



3.
Below is the molecule C2H2FP in a non-equilibrium geometry, with properties calculated with the ωB97M-V functional and the def2-TZVPD basis.

Structure (XYZ):
```
6
Properties=species:S:1:pos:R:3:nbo_charge:R:1
F 1.37 -1.24 -0.09 -0.37
C 0.31 -0.37 0.35 0.06
C -0.35 0.59 -0.50 -0.62
P -1.76 -0.11 0.10 0.51
H 0.48 -0.15 1.40 0.18
H -0.05 1.28 -1.26 0.23
```

The highest occupied orbital energy is -8.94 eV. The value obtained for the energy relative to the best compared isomer or geometry (same formula, charge and spin) is 45.1 kcal per mole. Its SMILES is F[C@H]1C=P1. As for the spin multiplicity: 1.



4.
Below is a structure of composition C4H8O2, with properties calculated with the ωB97M-V functional and the def2-TZVPD basis.

Structure (XYZ):
```
14
Properties=species:S:1:pos:R:3:nbo_charge:R:1
C 0.94 -1.04 0.59 -0.63
C -0.28 -0.25 0.11 0.07
O -1.41 -0.52 0.93 -0.72
C -0.08 1.26 0.05 -0.07
C -0.51 -0.40 -1.40 -0.18
O -0.21 1.48 -1.39 -0.62
H 1.12 -0.89 1.66 0.20
H 1.82 -0.72 0.03 0.22
H 0.81 -2.11 0.39 0.22
H -1.23 -1.32 1.44 0.47
H -0.91 1.78 0.51 0.21
H 0.87 1.66 0.42 0.18
H -1.60 -0.33 -1.54 0.13
H 0.66 1.41 -1.80 0.50
```

The highest occupied orbital energy is -7.98 eV. The value obtained for the energy relative to the best compared isomer or geometry (same formula, charge and spin) is 115.5 kcal per mole. As for the spin multiplicity: 1.



no.,frontier orbital gap (eV)
1,4.9
2,8.2
3,8.5
4,8.6